[1]
Formula: C28H56BClN5O22S6
Source: the Open Molecules 2025 dataset
Level of theory: the ωB97M-V functional and the def2-TZVPD basis

Last column: Mulliken charge in e.
Atoms and positions in Å:
C 1.813 -4.812 -2.336  -0.9097
C 2.112 -4.018 -1.333  -0.4136
C 1.048 -3.373 -0.487  -0.5331
C 0.921 -1.835 -0.565  2.1419
S 1.434 -1.226 -2.238  -0.2174
C 1.856 -1.079 0.398  -1.2742
Cl 3.572 -1.520 0.276  0.0491
N 1.744 0.385 0.185  0.0787
C 0.465 0.805 0.110  0.3993
N 0.126 1.992 -0.319  0.4428
C -1.275 2.436 -0.380  -1.1039
C -1.735 2.547 -1.816  -0.1500
N -2.647 3.288 -2.234  -0.7039
C 1.130 2.966 -0.733  -1.0096
O 1.711 3.452 0.436  -0.3354
C 2.573 4.574 0.222  -0.7138
N -0.521 -0.064 0.566  0.0664
C -0.555 -1.399 -0.149  -0.1810
C -1.507 -1.239 -1.337  -1.3440
C -2.882 -0.655 -0.958  -0.5510
C -4.118 -1.373 -1.503  -0.7817
C -5.352 -0.498 -1.187  -0.1587
C -6.007 0.077 -2.436  -0.4965
N -6.810 -0.931 -3.129  -0.6562
B -1.123 -2.404 0.999  0.3987
O -0.314 -2.409 2.112  -0.7330
C -2.427 -3.270 0.969  -0.2411
C -2.491 -4.407 -0.083  -1.1626
H 0.851 -5.314 -2.380  0.2606
H 2.514 -5.005 -3.138  0.2915
H 3.151 -3.866 -1.065  0.3605
H 0.105 -3.792 -0.853  -0.3726
H 1.195 -3.639 0.564  0.3444
H 0.518 -1.899 -2.937  0.1651
H 1.573 -1.262 1.432  0.3467
H 2.351 0.733 -0.554  0.0015
H -1.316 3.430 0.075  0.4975
H -1.917 1.785 0.207  0.6125
H -1.238 1.891 -2.539  0.4968
H -3.068 3.832 -1.477  0.2364
H 0.608 3.746 -1.299  0.4356
H 1.856 2.504 -1.411  0.4741
H 3.007 4.569 -0.778  0.3019
H 2.015 5.502 0.369  0.3172
H 3.374 4.513 0.957  0.2618
H -0.401 -0.191 1.568  0.3462
H -1.050 -0.543 -2.045  0.8883
H -1.638 -2.179 -1.883  0.6609
H -2.970 -0.528 0.126  0.6614
H -2.949 0.352 -1.380  -0.1893
H -3.989 -1.423 -2.591  0.4891
H -4.221 -2.379 -1.091  -0.2771
H -5.012 0.327 -0.553  -0.1968
H -6.096 -1.068 -0.628  0.5009
H -5.229 0.515 -3.082  0.2727
H -6.679 0.890 -2.153  0.3822
H -6.250 -1.538 -3.714  0.2139
H -7.529 -0.509 -3.700  0.2325
H -0.482 -3.172 2.685  0.3556
H -3.309 -2.634 0.859  0.1858
H -2.542 -3.730 1.959  0.7016
H -3.522 -4.549 -0.415  0.3337
H -1.911 -4.209 -0.984  0.1947
H -2.188 -5.360 0.351  0.3758
C -6.570 5.342 0.410  -0.3098
C -7.220 4.560 -0.712  -0.3641
O -6.338 3.432 -0.893  -0.2814
S -5.726 2.998 0.502  0.9627
O -6.452 1.907 1.041  -0.5735
O -4.309 2.897 0.345  -0.3711
O -6.086 4.309 1.306  -0.3212
H -5.723 5.926 0.060  0.3038
H -7.262 5.983 0.945  0.2946
H -7.284 5.121 -1.639  0.3340
H -8.206 4.185 -0.436  0.3016
C -7.494 11.336 0.454  -0.3304
C -8.153 10.311 1.355  -0.2791
O -8.475 9.232 0.457  -0.3073
S -7.373 9.123 -0.684  1.0892
O -6.424 8.117 -0.342  -0.4901
O -8.024 9.071 -1.940  -0.5575
O -6.702 10.538 -0.447  -0.3142
H -8.224 11.899 -0.129  0.2983
H -6.841 12.020 0.988  0.2991
H -9.067 10.668 1.820  0.3081
H -7.468 9.940 2.118  0.2699
C 6.505 -2.291 3.824  -0.3482
C 5.957 -3.082 2.650  -0.1191
O 6.876 -4.171 2.517  -0.2825
S 7.428 -4.604 3.951  1.1619
O 6.683 -5.714 4.431  -0.5451
O 8.842 -4.659 3.885  -0.5367
O 6.959 -3.301 4.736  -0.3216
H 7.356 -1.673 3.534  0.3301
H 5.756 -1.676 4.315  0.2996
H 5.937 -2.517 1.724  0.1157
H 4.964 -3.483 2.861  0.2345
C 8.640 -8.323 3.196  -0.1334
C 7.944 -9.421 3.974  -0.3009
O 7.713 -10.439 2.988  -0.3230
S 8.903 -10.455 1.926  1.0961
O 9.853 -11.451 2.269  -0.5287
O 8.333 -10.412 0.628  -0.5400
O 9.514 -9.031 2.304  -0.3309
H 7.932 -7.740 2.605  0.1851
H 9.224 -7.661 3.829  0.2989
H 6.994 -9.107 4.396  0.2645
H 8.582 -9.828 4.760  0.3028
C 6.597 1.778 -2.260  -0.4548
C 5.398 1.055 -1.679  -0.2102
O 4.290 1.906 -2.010  -0.1791
S 4.553 2.616 -3.431  1.0661
O 3.884 1.894 -4.449  -0.5612
O 4.323 4.004 -3.250  -0.5645
O 6.102 2.304 -3.506  -0.3089
H 6.917 2.609 -1.630  0.2995
H 7.439 1.123 -2.459  0.3269
H 5.439 0.936 -0.600  0.3239
H 5.235 0.085 -2.154  0.2519

net charge: +1
HOMO level: -10.75 eV

[2]
Formula: C28H56Br8O10
Source: the Open Molecules 2025 dataset
Level of theory: the ωB97M-V functional and the def2-TZVPD basis

Last column: Mulliken charge in e.
Atoms and positions in Å:
C 5.704 -1.949 4.454  -1.3754
C 4.176 -2.051 4.456  0.2087
O 3.910 -2.986 3.414  -0.2900
C 2.672 -3.513 3.337  0.8969
C 2.633 -4.823 2.582  -1.0328
O 1.748 -3.082 3.984  -0.5505
H 6.073 -1.165 5.123  0.4056
H 6.085 -1.718 3.463  0.3200
H 6.136 -2.867 4.850  0.3176
H 3.798 -2.349 5.435  0.4942
H 3.735 -1.069 4.268  -0.2466
H 3.258 -4.633 1.705  0.2005
H 1.647 -5.231 2.418  0.2704
H 3.192 -5.505 3.227  0.3761
C -1.465 -2.256 -2.906  -0.6945
C -2.536 -1.555 -3.710  -0.6364
O -2.430 -0.144 -3.548  -0.1150
C -1.510 0.498 -4.283  0.6814
C -1.527 1.974 -3.958  -0.7481
O -0.822 -0.026 -5.122  -0.5991
H -0.499 -1.929 -3.304  0.3966
H -1.428 -3.330 -3.095  0.4505
H -1.579 -2.001 -1.856  -0.0669
H -2.642 -1.772 -4.778  0.4234
H -3.518 -1.910 -3.379  0.2375
H -0.552 2.373 -3.684  0.2054
H -2.166 2.182 -3.096  0.0720
H -2.006 2.526 -4.766  0.3658
C 3.157 -0.492 0.686  -0.2285
C 1.816 -0.194 1.300  -0.3957
O 0.962 0.425 0.322  0.0015
C -0.374 0.368 0.562  0.2754
C -1.086 1.197 -0.492  1.8507
O -0.917 -0.276 1.417  -0.6866
H 3.878 -0.738 1.471  0.2527
H 3.531 0.281 0.028  -0.0445
H 3.026 -1.456 0.185  -0.2273
H 1.373 -1.112 1.692  0.5718
H 1.952 0.446 2.174  -0.0346
H -0.661 2.191 -0.593  -0.0495
H -2.155 1.103 -0.321  -1.1244
H -0.873 0.653 -1.418  -0.0782
C 2.748 3.398 -0.675  -0.7928
C 2.080 4.755 -0.876  -0.5253
O 0.653 4.537 -0.894  -0.1958
C -0.085 5.623 -0.732  0.5994
C -1.552 5.312 -0.474  -0.5440
O 0.285 6.757 -0.874  -0.5762
H 3.817 3.438 -0.865  0.4321
H 2.287 2.732 -1.410  0.1829
H 2.496 2.968 0.295  0.1772
H 2.390 5.481 -0.130  0.3933
H 2.386 5.098 -1.864  0.2929
H -2.178 5.577 -1.321  0.2587
H -1.824 5.909 0.399  0.3209
H -1.761 4.283 -0.183  -0.1035
C -6.495 2.439 -1.292  -0.9545
C -6.274 1.299 -2.292  -0.2047
O -5.868 0.099 -1.683  -0.3787
C -4.576 -0.146 -1.546  0.6263
C -4.275 -1.568 -1.136  -1.0317
O -3.680 0.641 -1.760  -0.2382
H -7.184 3.269 -1.445  0.4584
H -5.544 2.928 -1.059  0.1485
H -6.822 2.001 -0.341  0.1845
H -7.196 1.192 -2.864  0.4596
H -5.565 1.633 -3.051  0.1094
H -4.887 -1.863 -0.285  0.3279
H -3.278 -1.463 -0.701  0.1492
H -4.240 -2.261 -1.970  0.3748
Br 1.706 -6.958 -3.757  -0.1498
C 1.680 -5.171 -2.973  -0.4631
C 2.140 -5.239 -1.543  -0.6277
Br 1.554 -3.578 -0.644  -0.0835
H 0.652 -4.811 -3.078  0.1045
H 2.122 -4.393 -3.601  0.3847
H 3.221 -5.342 -1.514  0.3799
H 1.629 -5.996 -0.963  0.4859
Br -5.724 -0.274 2.243  -0.1682
C -4.706 1.367 1.757  0.3512
C -4.001 1.736 3.064  -0.8647
Br -2.947 3.385 2.748  -0.1993
H -5.317 2.238 1.543  0.3832
H -3.980 1.040 1.024  -0.6297
H -3.306 0.943 3.315  0.5317
H -4.697 2.084 3.813  0.4983
Br 0.769 3.668 4.387  -0.1624
C -0.297 2.520 5.584  -0.6222
C -0.272 1.079 5.154  -0.1870
Br 1.539 0.299 4.930  -0.0272
H -1.330 2.859 5.619  0.3915
H 0.120 2.610 6.587  0.4121
H -0.637 1.029 4.130  -0.2164
H -0.787 0.414 5.838  0.4722
Br 4.824 0.497 -2.355  -0.1542
C 4.674 -1.345 -3.116  -0.4261
C 5.406 -2.324 -2.234  -0.4229
Br 7.327 -2.013 -2.100  -0.1290
H 5.098 -1.271 -4.109  0.4635
H 3.610 -1.558 -3.056  0.1457
H 5.302 -3.304 -2.702  0.3672
H 5.058 -2.344 -1.207  0.1611

net charge: 0
HOMO level: -9.80 eV
SMILES: CCOC(C)=O.CCOC(C)=O.CCOC(C)=O.CCOC(C)=O.CCOC(C)=O.BrCCBr.BrCCBr.BrCCBr.BrCCBr

no.,HOMO-LUMO gap (eV),electronic energy (eV)
1,8.26,-160639.6515
2,10.00,-610759.4390